The following is a DFT calculation (ωB97M-V/def2-TZVPD) of a single C6H11NS2 molecule.

XYZ file:
```
20
Properties=species:S:1:pos:R:3:forces:R:3:nbo_charge:R:1
C -1.5428 -1.3170 0.1884 0.0663 -0.0779 -0.0234 -0.404
H -2.6843 0.5377 0.2203 -0.0124 0.0276 -0.0811 0.219
H -1.6567 2.9478 -0.9939 -0.1183 0.1126 -0.1514 0.124
C 0.2744 0.1998 0.6214 -0.0305 -0.1733 -0.2201 -0.293
H 1.9271 1.6470 0.6772 0.2011 0.0460 -0.0150 0.163
C -0.0221 -1.2766 0.3635 -0.1165 0.1235 0.1083 -0.393
H -0.0540 0.4886 1.6270 -0.0165 -0.0397 0.0438 0.218
N 2.5451 -0.2367 0.0228 -0.7196 -0.3419 0.0980 -0.585
H -1.8543 -2.1318 -0.4623 -0.0296 -0.0891 0.0652 0.212
C -0.6423 0.8935 -0.3936 -0.2997 0.5144 0.0677 -0.292
C -1.9269 0.0554 -0.3973 -0.0831 -0.0818 -0.0286 -0.424
H -0.1665 0.9039 -1.3777 0.0233 -0.1359 0.1151 0.218
S 4.1541 0.1134 -0.2218 0.3950 0.2182 -0.1072 0.206
H 4.4071 -1.0839 -0.7650 0.1846 0.0698 0.0292 0.113
H 0.3277 -1.9157 1.1712 0.0883 -0.0572 -0.0204 0.221
S -0.9269 2.6424 0.0774 0.2339 -0.2046 0.0743 -0.051
H -2.3227 -0.0336 -1.4081 -0.0696 0.0604 -0.0166 0.212
H 0.4859 -1.5763 -0.5529 0.0392 -0.0433 0.0138 0.217
C 1.6997 0.6026 0.4461 0.3209 0.1056 0.0674 0.116
H -2.0215 -1.4604 1.1575 -0.0568 -0.0334 -0.0189 0.203
```
Positions in Å, forces in eV/Å.

Energy above the lowest of the compared OMol25 structures with the same formula, charge and spin: 56.4 kJ/mol
LUMO: 0.0316 hartree
Frontier orbital gap: 0.3572 Ha
Net charge: 0
SMILES: S/N=C/[C@@H]1CCC[C@H]1S
HOMO energy: -0.3257 Ha
Max |F|: 0.8 eV/A